65
Properties=species:S:1:pos:R:3 method="wB97M-V/def2-TZVPD" multiplicity=4 gap_ev="5.5 / 9.4" energy_ha=-2270.63963 charge=-1
Ti -2.4268 0.5215 -1.4305
C 0.0152 0.1045 -0.0991
O 1.2062 0.1619 0.3921
O -0.9518 0.8007 0.3777
O -0.2250 -0.6862 -1.0768
C 2.1953 -2.1362 2.9362
O 0.8850 -1.8155 2.5032
H 2.7344 -1.2719 3.3293
H 2.0815 -2.8879 3.7205
H 2.8137 -2.5979 2.1616
H 0.9781 -1.1448 1.8049
C 1.0078 0.1126 -4.1426
O 0.1645 -0.9761 -3.7728
H 0.7790 0.9188 -3.4423
H 2.0883 -0.0784 -4.1643
H 0.8128 0.4043 -5.1794
H 0.1559 -0.9380 -2.7999
C -1.3620 0.7462 3.8525
O -1.0118 1.7333 2.9100
H -0.5526 0.4976 4.5461
H -2.1903 1.0910 4.4823
H -1.7291 -0.1466 3.3377
H -0.7767 1.2963 2.0669
C 0.4293 -3.9085 -2.2463
O -0.7348 -3.3374 -1.6542
H 0.1679 -4.8202 -2.7780
H 0.9574 -3.2140 -2.9023
H 1.1238 -4.1237 -1.4272
H -0.4788 -2.4804 -1.2703
C 3.9905 -0.8828 -1.1251
O 2.9923 -1.6969 -0.5375
H 4.8146 -1.5034 -1.4856
H 3.5940 -0.3859 -2.0191
H 4.3891 -0.1133 -0.4580
H 2.2572 -1.0598 -0.3622
C -3.4826 -1.3259 1.0763
O -3.4948 0.0900 1.0631
H -2.5039 -1.7168 0.7790
H -3.7366 -1.7647 2.0441
H -4.2110 -1.6731 0.3422
H -2.6117 0.4827 1.1567
C -3.1485 -1.6506 -3.6122
O -2.9535 -1.5926 -2.1920
H -2.9574 -2.6592 -3.9786
H -4.1396 -1.2621 -3.8390
H -2.4358 -1.0023 -4.1328
H -2.2383 -2.2418 -2.0073
C -3.1745 3.7351 0.8445
O -1.7913 3.9242 0.9770
H -3.3980 2.6953 0.5735
H -3.7691 4.0471 1.7114
H -3.5961 4.3603 0.0530
H -1.4132 3.1973 1.4869
C 2.4870 1.6537 3.3390
O 3.0806 1.2009 2.1325
H 2.2106 2.7184 3.2891
H 1.5806 1.0693 3.4952
H 3.2242 1.6694 4.1451
H 2.3611 0.8475 1.5727
C 1.6323 3.5548 -0.7289
O 1.9047 2.3000 -1.3738
H 0.5709 3.6522 -0.4851
H 2.1541 3.4821 0.2356
H 2.0177 4.4036 -1.2843
H 1.6381 1.6222 -0.7302

18
Properties=species:S:1:pos:R:3 method="wB97M-V/def2-TZVPD" gap_ev=9.8 relative_energy_kcal_mol=151.0 energy_ha=-476.20348
C -0.1789 1.6456 -0.1734
C 0.0411 0.1197 -0.6035
C -0.5285 -0.8710 0.0801
C -1.2436 -0.6321 1.3942
O -0.3271 -0.4407 2.4583
N 0.8854 -0.1705 2.0316
O 1.7450 0.0841 2.8101
C 0.6282 0.0057 -2.0077
O 0.9516 -1.3182 -2.2074
H 0.1763 2.4014 -0.9030
H 0.3946 1.6984 0.7906
H -1.1996 1.7086 0.0514
H -0.5657 -1.8499 -0.4194
H -1.7216 -1.5712 1.8163
H -2.1672 0.0572 1.3624
H -0.2133 0.0835 -2.7618
H 1.5743 0.6150 -2.1449
H 1.7489 -1.5655 -1.5739

18
Properties=species:S:1:pos:R:3 method="wB97M-V/def2-TZVPD" gap_ev=10.0 relative_energy_kcal_mol=5.4 energy_ha=-464.23924 smiles=Fc1ccccc1.CC#N
F -5.6599 -2.1267 15.0153
C -5.6701 -3.2547 14.3390
C -5.7024 -3.1914 12.9339
C -5.8362 -4.3612 12.2292
C -5.8765 -5.5873 12.8398
C -5.7165 -5.6781 14.2572
C -5.6350 -4.5061 14.9814
H -5.6037 -2.2476 12.4182
H -5.7467 -4.3852 11.1532
H -6.0361 -6.5140 12.3087
H -5.6099 -6.6540 14.7073
H -5.5907 -4.4173 16.0568
C -9.2572 -6.3662 11.9106
C -8.4614 -7.5780 11.7084
N -7.8879 -8.5374 11.5812
H -8.4955 -5.5864 11.9151
H -9.7908 -6.4003 12.8604
H -10.0183 -6.1908 11.1503